No. 1
ORCA calculation (wB97M-V/def2-TZVPD) on a 5-piece molecular cluster, C25H66N4O15P4 overall.

Calculated values
SMILES: CN(C)P(=O)(N(C)C)N(C)C.CCOP(=O)(OCC)OCC.CCOP(=O)(OCC)OCC.CCOP(=O)(OCC)OCC.C[N+](=O)[O-]

ORCA input file:
```
! RIJCOSX wB97M-V def2-TZVPD def2/J DEFGRID3
* xyz 0 1
H -5.288 6.693 7.332
H -6.809 5.931 7.509
C -0.257 1.657 -4.667
H -1.931 -5.299 -0.444
C 1.154 -5.159 0.197
H 0.609 1.031 -2.837
H -1.686 7.833 -7.763
H -2.111 5.367 2.597
O 1.532 3.873 -5.559
O -0.499 5.153 -6.160
C -0.857 7.299 -7.296
C 3.877 4.360 -5.461
H -0.905 0.860 -5.032
P -3.646 2.959 5.696
H -0.692 4.321 4.385
O 0.136 3.056 -7.578
H -1.978 5.305 5.045
H -2.023 3.491 2.625
O -0.769 2.903 -5.169
H -1.128 1.699 -2.677
H -0.092 -8.135 1.069
P 3.957 -0.994 -1.531
C -0.143 1.758 -3.136
H 1.357 -7.959 2.245
C 0.186 -0.404 1.037
H 0.081 7.517 -7.804
H -0.576 -8.311 4.625
H 5.136 1.636 1.640
H 1.824 -6.026 0.175
H -6.136 6.119 5.835
H -5.234 0.677 4.128
H 0.490 -6.949 4.736
H 3.913 3.388 -4.961
C 2.641 4.221 -6.362
H -1.745 -6.827 0.265
H 4.315 1.318 -2.872
O 4.438 0.020 -0.385
H -4.051 -5.388 2.183
P 0.119 3.681 -6.258
H -2.217 5.752 -7.004
H 0.776 0.256 0.411
H 5.455 -0.028 1.928
H 6.323 0.992 -4.557
O -4.194 4.414 6.082
H -0.646 -6.468 -1.069
O 4.615 -2.373 -1.082
H 3.929 -4.101 -0.367
H 3.432 0.293 -4.045
N -0.449 -7.130 2.842
C -2.176 -3.602 2.961
H 6.120 -4.172 -1.820
C 3.671 0.301 0.786
C 4.398 0.488 -3.576
H 5.093 -5.628 -1.766
H 2.716 3.547 -7.219
H -0.995 5.397 -8.239
H 3.024 -0.557 1.004
H -3.462 0.705 4.183
H 0.455 -0.172 2.067
C 5.126 -4.579 -2.036
C -5.339 4.498 6.931
O -3.750 1.990 6.802
H 2.469 5.214 -6.808
C -0.454 -7.278 4.287
C -4.347 1.248 3.844
H 4.870 4.564 -5.855
H -2.975 -6.826 2.350
O -2.126 3.179 5.260
C 4.640 0.691 1.880
H -1.293 -6.711 4.693
H 2.959 1.090 0.510
H -3.543 1.904 1.901
C 4.114 -3.688 -1.359
H 5.203 -0.026 -5.501
H 0.285 -1.445 0.753
H 0.167 2.765 -2.851
N -0.154 -5.533 0.718
H -3.396 4.563 3.235
H -6.108 3.745 6.789
H -4.501 0.315 1.963
O 4.860 -0.623 -2.775
C -4.363 1.329 2.325
H -5.243 1.924 2.061
H 3.210 -3.607 -1.962
O -4.487 2.554 4.403
C -1.157 -6.034 -0.212
H 1.033 -4.767 -0.813
N -2.030 -4.991 2.496
C 0.287 -8.145 2.087
H -0.849 7.776 -6.312
C -1.772 4.359 4.546
C 5.277 0.796 -4.792
H -2.277 -3.586 4.050
C -1.152 5.804 -7.242
O 0.515 -4.731 3.147
C -5.913 5.923 6.885
H -1.257 -3.086 2.699
H -3.058 -3.155 2.504
C -3.199 -5.821 2.709
H 1.555 -4.368 0.828
H 5.098 -4.423 -3.119
H 4.876 1.707 -5.235
O -1.459 0.887 0.064
P -0.450 -5.518 2.338
H 0.093 -9.141 2.490
H 3.662 5.164 -4.757
O -2.102 -0.601 1.489
N -1.250 0.013 0.888
O 2.505 -1.045 -1.743
H 0.723 1.365 -5.055
H 4.106 0.893 2.808
H -3.465 -5.962 3.764
C -2.315 4.423 3.097
H -4.924 4.418 7.941
*
```

No. 2
ORCA calculation (wB97M-V/def2-TZVPD) on C3H4O2 as an isolated structure.

Calculated values
energy relative to the best compared isomer or geometry (same formula, charge and spin): 315.9 kJ/mol

ORCA input file:
```
! RIJCOSX wB97M-V def2-TZVPD def2/J DEFGRID3
* xyz 0 1
C -0.697 -0.084 -0.501
O 0.818 0.165 0.963
O -1.632 -0.275 -1.236
H 1.401 -1.136 -0.558
H -0.434 1.832 1.012
C 0.515 -0.898 0.037
H 0.111 -1.765 0.553
C -0.161 0.958 0.396
H 0.168 1.097 -0.865
*
```

No. 3
ORCA calculation (wB97M-V/def2-TZVPD) on C6H14S as an isolated structure.

Calculated values
energy relative to the best compared isomer or geometry (same formula, charge and spin): 439.1 kJ/mol

ORCA input file:
```
! RIJCOSX wB97M-V def2-TZVPD def2/J DEFGRID3
* xyz 0 1
S -0.369 -1.290 -0.779
H 2.620 0.328 0.598
H -1.488 -1.036 -2.927
C -1.869 -0.538 -0.057
H -1.188 0.895 3.258
C 0.752 -0.525 0.286
C 0.146 1.887 1.988
C 1.923 -0.065 -0.130
H -1.839 -0.769 1.002
H -0.667 0.480 -2.448
H 0.280 -0.897 -3.065
H -0.991 2.681 3.581
H 0.401 1.005 1.423
H 0.629 2.810 1.707
H 2.269 0.004 -1.161
C -0.595 -0.602 -2.495
H 2.763 -3.114 -1.814
H -1.856 0.540 -0.198
H 2.541 -2.642 -1.231
H -2.746 -0.980 -0.521
C -0.715 1.826 2.983
*
```

No. 4
ORCA calculation (wB97M-V/def2-TZVPD) on an isolated ion of composition C4H8NO2 and charge +1.

Calculated values
energy relative to the best compared isomer or geometry (same formula, charge and spin): 389.2 kJ/mol

ORCA input file:
```
! RIJCOSX wB97M-V def2-TZVPD def2/J DEFGRID3
* xyz 1 1
O 2.833 0.710 -0.556
H -1.756 0.957 1.141
H -0.283 1.891 1.007
H 0.220 -1.290 1.524
H -0.222 -2.109 -0.004
O 1.655 -1.360 0.105
H -0.371 0.475 2.009
C -0.675 0.911 1.149
C 2.116 -0.170 -0.280
N -0.809 0.207 -1.392
H -0.426 1.020 -1.960
H -1.759 0.490 -1.116
C 0.259 -1.266 0.471
C -0.069 0.115 -0.059
H -0.713 -0.581 -2.040
*
```

No. 5
ORCA calculation (wB97M-V/def2-TZVPD) on C17H39IO7SSi2 as an isolated structure.

ORCA input file:
```
! RIJCOSX wB97M-V def2-TZVPD def2/J DEFGRID3
* xyz 0 1
H 1.866 -1.540 2.252
C 0.914 -1.042 2.439
I -0.632 -2.863 0.477
H -5.518 -2.900 3.460
H -0.339 3.466 -8.464
H 3.167 4.537 -9.056
C 2.240 4.623 -4.995
H 2.396 1.991 0.368
C 1.358 0.372 -1.451
C -3.345 -1.540 5.583
C -2.460 -1.954 6.737
H 4.964 2.023 -4.239
H -1.435 -2.095 6.371
H 0.763 0.268 -3.635
H 4.985 -2.241 0.625
H 0.604 1.081 2.144
H 1.868 5.384 -4.304
C 0.696 0.186 1.524
H -1.168 -1.490 2.668
H 2.676 -2.722 0.186
H 3.710 3.820 -3.666
H 2.053 3.230 -3.386
O -2.934 -3.142 7.343
H 3.538 -2.762 -2.644
O -3.155 -2.307 4.404
H 0.079 5.191 -8.389
C 4.015 1.496 -4.389
O -5.859 -3.359 5.451
C 3.637 4.650 -6.975
H 3.671 1.088 -3.432
H -7.224 -2.009 4.667
H -5.526 -4.634 3.873
C 0.437 4.197 -8.683
O 1.584 3.834 -7.950
C -1.921 -3.855 8.014
H -2.365 -4.768 8.404
H -3.060 -0.522 5.306
H -4.394 -1.523 5.883
H 0.953 -0.689 3.474
H 0.634 4.193 -9.762
C 0.978 0.262 -2.590
O 3.042 2.346 -4.958
O 3.429 -0.287 0.488
C -0.252 -2.016 2.403
H 1.400 4.285 -5.605
Si 2.021 0.569 0.249
H -1.510 -3.276 8.849
H 4.538 5.188 -7.277
H 4.178 0.671 -5.081
C -7.185 -2.914 5.285
O 3.217 5.289 -5.780
H 3.911 3.608 -6.795
Si 3.785 -1.798 -0.105
C 2.647 4.755 -8.113
H -0.250 0.105 0.984
C -5.221 -3.636 4.217
H -3.402 -4.204 5.229
C 2.789 3.489 -4.160
H -3.292 -4.070 3.472
C -3.717 -3.612 4.368
H -0.146 -2.831 3.115
H -2.454 -1.149 7.485
H 2.259 5.780 -8.157
H -7.579 -2.681 6.273
H -7.812 -3.687 4.827
H -1.107 -4.123 7.330
S 4.261 -1.735 -2.181
*
```

No. 6
ORCA calculation (wB97M-V/def2-TZVPD) on C14H13BrF2O4S as an isolated structure.

ORCA input file:
```
! RIJCOSX wB97M-V def2-TZVPD def2/J DEFGRID3
* xyz 0 1
H 3.884 1.148 -2.045
H -2.507 0.566 1.357
C -1.819 -1.014 -1.604
F 1.413 0.570 -1.319
H 3.495 1.104 -0.300
Br 2.567 3.906 -1.659
C 0.468 -0.398 -1.430
H 0.195 -3.737 -1.623
S 6.447 2.352 -1.513
H -1.120 1.029 -1.448
H -3.671 -1.126 5.132
C -4.266 -0.645 1.384
F -4.473 -0.478 0.058
O 7.135 1.820 -2.628
H -5.606 -2.207 4.036
H 1.928 -1.959 -1.429
C 4.131 1.540 -1.059
C -0.856 -0.019 -1.491
C 0.876 -1.714 -1.477
H 4.490 3.470 -0.157
H -2.120 0.264 3.800
C -3.175 -0.031 1.964
C -2.968 -0.210 3.324
O 5.530 1.236 -0.820
C -0.100 -2.696 -1.588
C 4.163 3.049 -1.107
C -4.926 -1.597 3.457
C -1.442 -2.349 -1.651
H -2.197 -3.120 -1.735
O 7.136 3.038 -0.479
C -3.839 -0.990 4.072
C -5.150 -1.427 2.098
O 5.235 3.254 -2.059
H -2.862 -0.741 -1.654
H -5.990 -1.886 1.595
*
```

no.,gap between HOMO and LUMO (eV),largest force on an atom (eV/A)
1,9.0,2.7
2,10.2,2.8
3,8.4,1.2
4,9.3,5.1
5,9.6,0.9
6,10.0,0.4